1.
Here is a 11-piece molecular cluster, C5H32N2O11 overall in a non-equilibrium geometry from OMol25. Energies are from ωB97M-V/def2-TZVPD.

Values from the calculation:
* Kohn-Sham gap: 0.3465 hartree
* total charge: 0
* 2S+1: 1
* HOMO: -9.20 eV
* SMILES: C[C@@H](CN)N(C)C=O.O.O.O.O.O.O.O.O.O.O
* relative energy (zero: lowest compared OMol25 entry of this formula, charge and spin): 259.7 kJ/mol
* E_tot: -1146.84653 a.u.

```
50
Properties=species:S:1:pos:R:3:forces:R:3
C 1.331 2.282 -0.681 -0.820 1.376 -1.230
C 0.409 1.163 -0.313 -0.581 -3.341 1.927
C 1.071 0.104 0.672 0.681 0.095 -0.982
N 2.299 -0.564 0.156 -0.062 0.879 -0.535
N -0.802 1.584 0.399 0.707 0.948 0.924
C -2.073 0.946 0.236 -1.196 -0.401 -1.588
C -0.692 2.348 1.533 -0.383 -0.002 -0.224
O -1.666 2.652 2.199 -0.002 -0.135 0.253
H 0.744 3.221 -0.621 0.321 -0.322 0.120
H 1.594 2.259 -1.752 0.438 -0.276 0.516
H 2.177 2.426 -0.017 0.217 -0.303 -0.069
H -0.009 0.471 -1.057 0.584 0.776 -0.803
H 1.377 0.719 1.512 -0.279 -0.462 0.667
H 0.371 -0.720 0.865 -0.176 0.693 0.473
H 2.118 -1.507 -0.164 -0.176 -0.025 0.080
H 2.535 -0.073 -0.703 0.358 -0.173 -0.116
H -2.831 1.729 0.125 -0.102 -0.310 0.493
H -2.162 0.378 -0.706 0.603 0.222 0.078
H -2.371 0.203 0.978 0.399 0.337 0.199
H 0.315 2.675 1.830 0.041 -0.039 -0.336
O -4.150 0.514 2.422 -0.600 0.143 0.229
H -4.490 1.391 2.609 -0.284 0.167 -0.029
H -3.207 0.662 2.472 0.407 -0.001 0.136
O 1.891 -1.484 -2.902 0.027 0.030 -0.201
H 1.076 -0.924 -2.934 0.253 -0.369 -0.166
H 1.963 -1.810 -3.811 0.104 0.369 0.098
O 2.730 1.969 2.982 -0.014 0.149 -0.203
H 3.016 1.837 3.888 0.025 0.033 0.107
H 3.492 1.716 2.413 -0.300 0.015 0.209
O -1.356 -2.952 -2.096 -0.675 0.244 -0.436
H -0.547 -3.484 -2.175 -0.094 0.111 -0.182
H -1.748 -3.229 -1.259 0.290 0.076 -0.438
O -0.292 -0.181 -3.639 0.189 0.463 -0.010
H -1.020 -0.758 -3.874 -0.293 -0.073 0.154
H -0.604 0.741 -3.586 -0.047 -0.323 -0.166
O -1.144 2.281 -2.711 -0.018 0.277 0.491
H -1.083 1.803 -1.871 -0.186 -0.034 -0.211
H -1.003 3.189 -2.411 -0.041 0.002 -0.426
O 1.157 -4.020 -2.251 0.533 0.145 -0.629
H 1.014 -4.004 -1.306 0.253 0.166 0.288
H 1.591 -3.158 -2.507 -0.643 -0.626 0.770
O -0.860 -3.435 0.399 0.200 -0.121 0.788
H -0.248 -3.892 0.984 -0.026 -0.108 0.056
H -1.546 -3.118 1.000 -0.035 0.178 0.153
O 4.552 0.832 1.353 0.282 -0.281 0.136
H 4.980 0.305 2.044 -0.029 0.106 -0.330
H 3.919 0.212 0.928 -0.130 -0.074 0.091
O -2.722 -1.701 2.927 0.640 -0.330 0.723
H -2.635 -1.542 3.888 -0.052 -0.108 -0.785
H -3.665 -1.800 2.790 -0.312 0.235 -0.062
```
Forces are in eV/Å.


2.
Here is one molecule with the formula C5H9N in a non-equilibrium geometry from OMol25. Energies are from ωB97M-V/def2-TZVPD.

Values from the calculation:
* Kohn-Sham gap: 0.3125 hartree
* total charge: 0
* 2S+1: 1
* HOMO: -7.40 eV
* SMILES: C=C/C=C/NC
* relative energy (zero: lowest compared OMol25 entry of this formula, charge and spin): 148.0 kJ/mol
* E_tot: -250.61059 a.u.

```
15
Properties=species:S:1:pos:R:3:forces:R:3
C -2.168 -0.896 1.450 -0.332 0.093 0.226
C -1.023 -0.446 1.955 0.513 -0.135 -0.469
C 0.218 -0.234 1.204 -0.179 0.314 -0.201
C 0.229 0.171 -0.076 -0.168 0.048 0.947
N 1.348 0.456 -0.807 -0.016 0.268 -0.802
C 1.297 0.617 -2.254 0.061 -0.869 0.613
H -3.053 -0.934 2.066 -0.067 -0.119 0.105
H -2.301 -1.213 0.422 0.215 0.082 -0.023
H -0.935 -0.231 3.009 -0.279 0.079 0.256
H 1.156 -0.282 1.738 0.179 -0.202 0.152
H -0.742 0.377 -0.514 0.148 -0.201 -0.506
H 2.169 0.801 -0.345 0.004 -0.202 0.193
H 2.030 -0.066 -2.709 0.016 0.461 -0.099
H 0.331 0.234 -2.575 -0.117 0.291 -0.157
H 1.442 1.646 -2.565 0.020 0.092 -0.235
```
Forces are in eV/Å.